1.
The following is a DFT calculation (the ωB97M-V functional and the def2-TZVPD basis) of a cluster of 3 separate species, C10H27BrO10P3 in total.

Structure (ORCA input):
```
! RIJCOSX wB97M-V def2-TZVPD def2/J DEFGRID3
* xyz -1 1
C 2.0174 0.7983 -1.1142
O 1.3058 0.2530 -2.2085
C 0.7789 -1.0370 -1.9637
P -0.9214 -0.9987 -1.1678
Br 0.0704 -1.6866 1.1031
P -2.9297 -0.8942 0.0710
P -4.2696 -0.1126 -1.4304
O -5.6708 0.0571 -1.0105
O -3.5081 1.2619 -1.8875
O -4.1888 -0.8831 -2.8493
H 1.3595 1.2776 -0.3864
H 2.7022 1.5413 -1.5266
H 2.5915 0.0276 -0.5903
H 0.6282 -1.5155 -2.9363
H 1.4764 -1.6328 -1.3671
H -1.0856 -2.4090 -1.3924
H -1.5378 -0.6154 -2.3986
H -0.7582 0.3702 -0.7172
H -3.4459 -2.2051 -0.0635
H -2.9832 1.6563 -1.1810
H -3.5250 -0.4897 -3.4284
C -3.6245 -7.0139 5.7044
C -3.8181 -5.6493 6.3288
O -2.5834 -4.9178 6.4019
C -2.2062 -4.3354 5.2492
O -2.8249 -4.3788 4.2184
O -1.0398 -3.7446 5.4486
C -0.4904 -3.0633 4.2979
H -2.8628 -7.5764 6.2457
H -4.5611 -7.5728 5.7462
H -3.3270 -6.9167 4.6618
H -4.1400 -5.7284 7.3661
H -4.5458 -5.0619 5.7698
H -1.1956 -2.3429 3.8924
H -0.2392 -3.7743 3.5148
H 0.3999 -2.5704 4.6725
C 5.4573 6.9912 -2.4153
C 5.7141 5.6698 -3.1047
O 4.6150 4.7588 -2.9263
C 3.5690 4.9617 -3.7305
O 3.4970 5.8036 -4.5922
O 2.6304 4.0781 -3.4244
C 1.4246 4.1671 -4.1947
H 5.2383 6.8328 -1.3591
H 6.3443 7.6221 -2.4923
H 4.6219 7.5110 -2.8813
H 6.5607 5.1473 -2.6635
H 5.8910 5.8060 -4.1711
H 1.6527 4.1423 -5.2582
H 0.8969 5.0900 -3.9593
H 0.8395 3.3017 -3.9000
*
```

Output
* gap between HOMO and LUMO: 0.2575 Ha
* HOMO level: -4.66 eV

---

2.
The following is a DFT calculation (the ωB97M-V functional and the def2-TZVPD basis) of a structure of composition C10H27CeClIOP2.

Structure (ORCA input):
```
! RIJCOSX wB97M-V def2-TZVPD def2/J DEFGRID3
* xyz 2 2
C -2.1650 0.0453 -1.4735
I 3.1499 -0.0204 0.4005
H -2.0437 0.1424 -2.5412
H -2.6356 0.9321 -1.0290
H -2.6267 -0.9093 -1.1889
Ce 0.1266 -0.0026 -0.8077
P 0.1931 2.6237 -0.8593
C -0.1735 3.3152 0.7792
C 1.9042 3.0709 -1.3025
H 1.8690 4.1028 -1.6740
H -0.6663 4.3439 -2.2010
H 2.2564 2.3662 -2.0783
H -0.7589 2.7272 -3.0654
H 0.5178 2.9001 1.5365
H 2.5684 2.9340 -0.4264
C -0.9267 3.2876 -2.1245
H -0.0583 4.4015 0.6758
H -1.9710 3.1010 -1.8051
H -1.1985 3.0353 1.0869
P 0.1176 -2.6327 -0.8414
C -0.2602 -3.2980 0.8044
C -1.0188 -3.2844 -2.0971
H 2.1930 -2.4284 -2.0494
H 1.7557 -4.1548 -1.6502
H 2.4831 -3.0081 -0.3968
C 1.8190 -3.1244 -1.2757
H -0.8655 -2.7103 -3.0322
H -0.7505 -4.3374 -2.1918
H -0.1801 -4.3879 0.7105
H -1.2793 -2.9888 1.1025
H -2.0581 -3.1060 -1.7581
H 0.4370 -2.8972 1.5648
Cl 0.8452 -0.0175 -3.3277
C -1.2934 0.4252 3.4169
C -0.0560 -0.0121 2.6924
C 1.1852 -0.4110 3.4683
O -0.0946 -0.0645 1.4217
H -1.1838 0.3769 4.5167
H -2.1043 -0.2206 3.0555
H -1.5469 1.4349 3.0633
H 1.4990 -1.4110 3.1535
H 2.0151 0.2469 3.2024
H 0.9809 -0.3856 4.5452
*
```

Output
* expectation value of S²: 0.765
* gap between HOMO and LUMO (spin up / spin down): 0.2673 / 0.1765 Ha
* relative energy (zero: lowest compared OMol25 entry of this formula, charge and spin): 19.6 kJ/mol
* HOMO level (spin up / spin down): -15.09 / -14.99 eV

---

3.
The following is a DFT calculation (the ωB97M-V functional and the def2-TZVPD basis) of a structure of composition C10H27I2OP2RhSi.

Structure (ORCA input):
```
! RIJCOSX wB97M-V def2-TZVPD def2/J DEFGRID3
* xyz 2 5
I -5.1555 -1.5204 -0.7418
I -2.8631 -3.3411 3.3116
Rh -0.5283 -0.4318 0.3402
P 0.1991 -2.1765 -0.9138
C -1.0187 -3.4693 -0.9232
C 0.6114 -1.9057 -2.7263
H 0.9670 -2.8802 -3.1250
H 2.0502 -3.7780 -0.8719
H 1.3709 -1.1189 -2.9703
H 2.5249 -2.2986 -0.0199
H -1.9632 -3.1652 -1.3406
H -0.3505 -1.6233 -3.2023
C 1.6959 -2.9828 -0.2108
H -0.7314 -4.3462 -1.4883
H 1.3938 -3.4185 0.7530
H -1.2899 -3.8568 0.0567
P -1.1930 1.4238 1.4669
C -2.8139 1.1753 2.1508
C -0.1450 1.7792 2.9375
H -0.3960 3.4344 0.0374
H -1.6294 3.8240 1.3087
H -2.1136 2.9174 -0.1964
C -1.3153 3.0648 0.5604
H 0.9231 1.8457 2.7206
H -0.4586 2.7105 3.4165
H -3.1893 2.0147 2.7214
H -2.9057 0.3280 2.8272
H -0.2922 0.9426 3.6371
H -3.5682 0.9843 1.4070
C -2.0225 -1.3312 0.8405
O -3.1444 -1.7049 0.7808
C 2.2368 2.4423 0.5061
Si 1.4515 1.0535 -0.7433
C 0.8107 1.7957 -2.2412
C 3.1695 0.0354 -1.0801
H 1.4806 3.1758 0.8461
H 3.0619 3.0861 0.0849
H 2.6752 1.9538 1.3981
H 1.4062 2.4470 -2.8759
H 0.4816 1.0686 -2.9346
H -0.0369 2.3999 -2.0546
H 4.0180 0.6212 -1.5368
H 3.5705 -0.3672 -0.1299
H 3.0258 -0.8074 -1.7829
*
```

Output
* expectation value of S²: 6.017
* gap between HOMO and LUMO (spin up / spin down): 0.2772 / 0.0969 Ha
* relative energy (zero: lowest compared OMol25 entry of this formula, charge and spin): 320.0 kJ/mol
* HOMO level (spin up / spin down): -14.84 / -14.51 eV

---

no.,molar mass (g mol⁻¹),electronic energy (eV)
1,480.14,-129194.9055
2,527.75,-64969.2476
3,610.07,-58500.9132